Density functional theory data (ωB97M-V with the def2-TZVPD basis set) for 11 unconnected molecules or ions with the total composition C44H106ClFIN2O16P2 at a distorted geometry.

Values from the calculation:
F_max = 4.4 eV/A
Net charge = +1
Energy = -4593.5873 Ha
Orbital gap = 7.87 eV

The geometry in XYZ format:
```
173
Properties=species:S:1:pos:R:3:forces:R:3
C 1.681926 -4.545006 3.517093 0.1609 0.1377 -0.5245
C 2.709202 -3.786700 2.684101 -0.3159 -0.3979 0.4653
C 2.249068 -2.378183 2.401027 0.0020 -0.3374 -0.1705
F 2.553117 -1.611136 3.520048 0.0070 0.2940 0.3849
C 2.816989 -1.654583 1.180238 -0.0074 -0.1508 0.0879
C 3.640544 -2.483465 0.210331 -0.5523 0.2100 -0.2913
C 2.887328 -3.169689 -0.933628 0.5691 -0.8701 -0.4077
C 2.747587 -4.699563 -0.771214 -0.5290 0.4422 -0.1000
C 1.444152 -5.202246 -0.159386 -0.3811 -0.0869 0.1150
O 1.675094 -6.226648 0.809070 0.7289 -0.2876 -0.0642
C 1.846552 -7.469448 0.289057 -1.5458 -0.7892 -1.7009
O 1.139966 -7.956881 -0.575495 1.3082 1.0167 1.3737
P 4.035623 -2.841146 -2.392159 0.3524 1.0051 0.4633
N 5.137943 -4.113438 -2.226220 -0.0478 -0.0868 -0.1017
O 3.097064 -3.343664 -3.615817 -0.0953 -0.4928 -0.2509
C 1.584437 -2.524138 -1.336581 -0.1805 -0.0576 0.2602
N 0.877795 -1.792727 -0.218631 -0.0801 0.4068 -0.9877
P -0.805332 -1.410321 -0.935975 -0.4924 -0.6284 -0.0823
O -0.866565 0.180513 -0.969449 0.2175 0.0654 0.2508
I -1.940254 -1.938329 1.120678 -0.5341 -0.1766 0.0004
C 1.765071 -0.757308 0.451902 0.8368 -0.4654 1.3129
C 1.066307 0.085350 1.547487 -0.4847 0.7050 -0.9922
C 0.449027 1.467617 1.190659 0.0046 0.1647 0.4400
C -0.959573 1.766367 1.756443 0.1105 0.0161 -0.3368
C -1.825954 2.691131 0.889041 -0.0032 0.2177 0.6144
C -3.320079 2.743081 1.262238 -0.0007 -0.2657 -0.3435
C -4.320111 2.159468 0.245434 0.6276 -0.6820 0.7253
C -5.203824 1.080438 0.850211 -0.1803 0.2100 -0.3212
C -6.165800 0.460197 -0.170759 0.4679 -0.1752 0.3480
C -6.190236 -1.056280 -0.190414 -0.2939 0.0762 0.0399
C -6.637101 -1.631060 1.130705 -0.4966 -0.2445 -0.0749
O -6.253050 -2.993848 1.248820 0.3228 0.0442 -0.2358
C -5.644099 -3.355152 2.454957 -0.0321 -0.1492 -0.0839
C 2.464809 0.074636 -0.616548 -0.3143 0.3484 -0.0823
C 3.276136 1.283495 -0.210705 0.1907 3.5435 -2.0811
O 3.307176 2.325750 -0.886339 -0.1456 -3.7183 2.4250
Cl 4.313772 1.136799 1.218374 -0.0586 0.4541 -0.4262
H 0.738230 -4.548641 2.987827 -0.4889 0.0639 -0.0261
H 1.965561 -5.580798 3.589122 0.1879 -0.3877 0.3127
H 1.555210 -4.107289 4.492440 -0.1074 0.0919 0.4026
H 2.875534 -4.371315 1.795478 0.1192 0.0427 -0.4224
H 3.635720 -3.763473 3.237829 0.5367 0.1983 -0.0101
H 1.161819 -2.406400 2.383647 -0.4284 0.0346 -0.1282
H 3.511724 -0.950396 1.595597 0.2200 0.0543 0.3395
H 4.327416 -1.781692 -0.243530 0.4902 0.2255 -0.0218
H 4.274189 -3.200895 0.697947 0.2131 -0.1745 0.3563
H 2.827520 -5.143274 -1.752743 0.0701 -0.2788 -0.3441
H 3.582855 -5.070380 -0.206906 0.3647 -0.1448 0.2847
H 0.789800 -5.597801 -0.919821 -0.3132 -0.1314 -0.2870
H 0.879199 -4.441910 0.366192 -0.0733 0.2060 0.3201
H 2.708614 -7.983849 0.708174 0.0022 -0.1417 0.4402
H 6.038196 -3.776072 -1.927980 0.2620 -0.0289 0.0659
H 5.234072 -4.664087 -3.066551 -0.0153 -0.2290 -0.0595
H 3.157103 -2.676553 -4.309643 -0.1975 0.2250 -0.2861
H 0.885420 -3.271509 -1.674278 -0.2562 -0.3345 -0.1840
H 1.685073 -1.857421 -2.181007 -0.0089 0.5247 -0.1414
H 0.645041 -2.513892 0.461918 0.1478 0.1693 0.4356
H -0.818661 0.495054 -1.876888 -0.1637 0.3258 -0.3279
H 1.850188 0.269716 2.255254 0.2479 -0.0247 0.5029
H 0.314817 -0.499590 2.046353 -0.1355 -0.3384 0.2719
H 1.080789 2.211826 1.652744 0.4511 0.2735 0.0144
H 0.492974 1.709575 0.143545 -0.0876 -0.1188 -0.4813
H -1.487173 0.866526 2.042580 -0.1852 -0.3935 -0.1405
H -0.796281 2.310224 2.674204 -0.1030 -0.0177 0.5813
H -1.434827 3.679636 1.064607 0.2703 0.4226 -0.2205
H -1.669602 2.521312 -0.163437 -0.0877 -0.2645 -0.4970
H -3.459002 2.223948 2.204320 -0.0227 -0.0585 0.3933
H -3.591104 3.773611 1.415546 -0.0985 0.4293 0.2219
H -4.952501 2.928104 -0.143416 -0.1722 0.5383 -0.4976
H -3.743311 1.715885 -0.558909 0.0000 -0.0710 -0.5169
H -5.762792 1.525646 1.661730 -0.2074 0.1080 0.3930
H -4.578459 0.328117 1.304008 0.3530 -0.5211 0.1877
H -7.172361 0.795839 0.031759 -0.3793 0.3210 -0.1417
H -5.861655 0.799114 -1.149838 -0.1745 0.2385 -0.4548
H -6.920841 -1.361600 -0.927165 -0.1030 -0.2261 -0.4424
H -5.247228 -1.481315 -0.504855 0.5256 -0.0745 0.0764
H -6.291128 -1.036177 1.968135 0.4172 0.0248 0.2994
H -7.720446 -1.590489 1.157674 -0.2296 0.0666 0.1927
H -5.135770 -2.521302 2.925082 0.1697 0.3622 0.1595
H -6.356210 -3.762708 3.162103 -0.3071 -0.0626 0.3012
H -4.905965 -4.123272 2.254952 0.1944 -0.2614 -0.1083
H 3.137948 -0.528621 -1.210519 0.3737 -0.1834 -0.1565
H 1.745465 0.457856 -1.322253 -0.3051 0.3104 -0.2264
C -7.085679 6.340815 -0.587854 0.0473 -0.0768 -0.0797
C -5.946991 5.829446 0.275504 0.1492 0.0550 -0.2959
O -4.925656 5.207245 -0.508740 -0.1428 0.1219 0.1556
H -7.505675 5.521107 -1.170714 -0.0385 -0.0221 0.0180
H -7.881059 6.787858 0.009648 0.0327 0.0049 0.0434
H -6.721699 7.090228 -1.292196 -0.0248 0.0533 0.0425
H -6.309210 5.063425 0.960643 0.0599 -0.0333 0.0474
H -5.514607 6.641715 0.869760 -0.0549 -0.0155 0.0552
H -4.560851 5.858809 -1.119241 0.0283 0.0593 -0.0759
C 8.605978 -3.624038 2.274450 -0.0089 0.0969 -0.0381
C 7.404924 -4.060941 1.463292 0.1555 0.1054 -0.0499
O 6.769945 -2.949288 0.811606 -0.1897 -0.1821 -0.0429
H 8.309539 -2.888047 3.021339 -0.0214 -0.0240 0.0456
H 9.058915 -4.474456 2.781580 -0.0193 -0.0239 0.0047
H 9.358107 -3.159208 1.631631 0.0257 -0.0520 -0.0110
H 6.654100 -4.508202 2.111723 -0.0559 0.0078 -0.0061
H 7.697296 -4.804819 0.714397 -0.0316 -0.0474 0.0392
H 7.416934 -2.541220 0.231151 0.1489 0.1144 0.0354
C -4.408671 9.858784 -3.492868 0.0917 -0.0845 -0.0487
C -4.664211 8.596292 -2.692458 0.1313 0.1034 0.1323
O -3.618640 7.637549 -2.839860 -0.1634 -0.0241 0.0196
H -4.303722 9.619315 -4.550713 -0.0393 -0.0028 -0.0254
H -5.224503 10.572324 -3.374245 -0.0039 -0.0007 0.0208
H -3.482381 10.337975 -3.168383 -0.0229 0.0392 0.0464
H -5.580103 8.112007 -3.027510 0.0121 -0.0586 -0.0153
H -4.771805 8.834220 -1.626990 -0.1618 0.0721 -0.0398
H -2.813006 8.060689 -2.525563 0.2333 -0.0868 0.0729
C -11.565402 -1.842353 -0.726747 0.0211 0.0588 0.0984
C -10.115228 -2.119898 -0.379626 -0.1277 -0.1501 0.1426
O -9.867947 -2.016401 1.024271 -0.0814 0.1055 -0.2124
H -11.853348 -0.848649 -0.384727 0.0090 0.0324 -0.0248
H -11.729891 -1.903908 -1.802789 0.0031 -0.0208 -0.0106
H -12.223521 -2.563793 -0.238225 -0.0059 -0.0461 -0.0456
H -9.463281 -1.388526 -0.855083 0.0599 0.0231 0.0196
H -9.822030 -3.115374 -0.729558 0.0393 0.0434 -0.0714
H -10.425941 -2.659855 1.467710 -0.0540 -0.0605 0.0905
C 5.628167 -8.023186 4.123626 0.0021 0.1187 -0.0120
C 6.978423 -7.580264 3.590497 0.0025 0.0054 0.2177
O 7.359791 -6.297305 4.087929 -0.1010 -0.0265 -0.2523
H 4.859591 -7.294202 3.862593 -0.0152 0.0021 -0.0321
H 5.343937 -8.993907 3.716195 0.0175 -0.0203 0.0095
H 5.649832 -8.103139 5.212130 0.0095 -0.0605 0.0070
H 6.948969 -7.485717 2.505835 0.0443 0.0312 -0.0311
H 7.747895 -8.315304 3.845116 -0.0126 -0.0424 -0.0799
H 7.410438 -6.354940 5.044815 0.0309 0.0251 0.1306
C 1.984639 5.973693 -1.408464 0.0751 -0.0590 0.0727
C 0.734519 5.152099 -1.649247 -0.1389 0.2993 0.0365
O -0.129477 5.148720 -0.517950 0.1578 -0.1128 -0.0013
H 2.532172 5.587890 -0.548765 0.0459 -0.0696 -0.0165
H 2.639716 5.952455 -2.280134 0.0252 0.0102 -0.0111
H 1.734158 7.011919 -1.190331 -0.0424 0.0306 -0.1074
H 1.004522 4.115075 -1.836429 -0.0253 -0.1335 0.0129
H 0.183765 5.527577 -2.519001 0.0904 -0.0483 -0.0619
H -0.401719 6.059151 -0.368106 -0.1079 0.0908 -0.0331
C -3.216388 -7.158655 -0.115655 0.0269 -0.0054 0.0855
C -4.506552 -7.937410 -0.295903 -0.1150 0.2037 0.0977
O -5.239405 -8.043955 0.920937 0.1498 -0.1518 -0.0831
H -2.587525 -7.633041 0.638132 0.0175 -0.0455 -0.0248
H -2.656806 -7.100434 -1.051056 -0.0101 0.0045 0.0001
H -3.431005 -6.142011 0.225168 -0.0089 0.0457 -0.0653
H -4.296900 -8.955794 -0.616020 -0.0292 -0.0481 0.0198
H -5.133667 -7.464002 -1.059226 0.0606 -0.0503 -0.0733
H -5.453691 -7.155017 1.213685 -0.0828 0.0886 0.0437
C 6.887000 4.237415 -0.026397 0.0456 0.0128 0.0587
C 7.669580 5.242652 0.798802 -0.0960 -0.1351 0.1811
O 6.880408 5.801526 1.846800 0.0632 0.1098 -0.2170
H 6.002754 4.704771 -0.448512 -0.1210 0.0839 -0.1009
H 7.494369 3.836345 -0.839647 0.0128 -0.0096 0.0189
H 6.548939 3.405163 0.594724 0.0562 -0.0575 0.0085
H 7.987009 6.080421 0.181192 0.0080 0.0493 0.0191
H 8.565456 4.777078 1.223014 0.0504 0.0151 -0.0814
H 6.600660 5.084985 2.420214 -0.0401 -0.0743 0.1054
C 0.123467 10.449630 0.086735 -0.0937 -0.0082 -0.1084
C -0.093727 8.956349 -0.059612 0.1811 0.1925 -0.0852
O -0.564088 8.608438 -1.366226 -0.2268 -0.1803 0.1654
H -0.804435 10.987571 -0.105612 -0.0262 0.0087 0.0393
H 0.471683 10.699077 1.088789 0.0189 -0.0142 0.0078
H 0.865696 10.803205 -0.631980 0.0578 -0.0052 0.0404
H -0.845469 8.610095 0.648206 -0.0639 -0.0736 -0.0707
H 0.837747 8.417721 0.139800 -0.0281 -0.0010 0.1417
H 0.096914 8.897385 -2.000547 0.0507 0.0427 -0.1134
C 5.605044 0.234357 -5.664851 -0.0653 -0.0314 0.1304
C 4.395584 -0.589383 -6.058286 0.0023 0.2166 0.0487
O 3.383126 -0.569589 -5.038320 0.0983 -0.4079 -0.0853
H 6.028550 -0.134798 -4.730446 0.0235 -0.0298 -0.0085
H 6.371993 0.194501 -6.437681 -0.0046 0.0082 -0.0267
H 5.327252 1.279453 -5.512358 0.0148 0.0194 -0.0623
H 4.669828 -1.634600 -6.194465 -0.0478 -0.0422 0.0091
H 3.969542 -0.227257 -6.997042 0.0181 -0.0612 -0.0379
H 3.117194 0.343292 -4.910844 -0.0559 0.1210 0.0593
```
Forces are in eV/Å.